{"formula": "C2H12N2O2", "method": "ωB97M-V/def2-TZVPD", "symbols": ["O", "O", "N", "N", "C", "C", "H", "H", "H", "H", "H", "H", "H", "H", "H", "H", "H", "H"], "coordinates": [[-0.944, -3.702, 0.227], [4.672, 2.487, 1.470], [-0.577, 1.613, 0.373], [-1.934, -1.060, -0.395], [-0.677, -0.477, -0.889], [-0.657, 1.047, -0.961], [4.578, 3.332, 1.884], [0.024, 1.437, -1.720], [-2.209, -0.677, 0.498], [-1.203, -3.700, 1.159], [-1.330, -4.517, -0.067], [-1.442, 2.004, 0.698], [0.052, -0.753, -0.095], [4.937, 2.612, 0.551], [-0.220, -0.984, -1.743], [-1.651, 1.262, -1.379], [0.238, 2.110, 0.658], [-1.656, -2.036, -0.269]], "forces_ev_per_angstrom": [[0.18, 0.04, 0.74], [0.07, -1.08, -0.41], [-0.47, -0.40, -0.12], [0.06, -0.38, -1.53], [1.86, -0.23, 2.01], [-1.44, -0.65, -0.40], [0.01, 0.84, 0.09], [0.44, -0.02, 0.43], [0.35, 0.14, 0.11], [0.22, 0.26, -0.02], [-0.23, -0.70, -0.61], [0.18, 0.35, 0.04], [0.32, 0.47, -0.37], [-0.08, 0.25, 0.32], [-0.98, 0.08, -0.46], [0.05, 0.39, 0.05], [0.29, 0.29, -0.09], [-0.81, 0.34, 0.21]], "multiplicity": 1, "e_tot_ha": -343.34688, "e_above_lowest_ev": 1.258, "largest_force_ha_per_bohr": 0.0534}

{"formula": "C2H12N2O3", "method": "ωB97M-V/def2-TZVPD", "symbols": ["O", "O", "O", "N", "N", "C", "C", "H", "H", "H", "H", "H", "H", "H", "H", "H", "H", "H", "H"], "coordinates": [[-0.591, -2.090, -2.941], [-1.821, -0.198, -1.835], [0.343, 0.772, -1.324], [0.521, -0.232, 2.292], [-0.073, 2.046, 1.687], [0.971, 1.099, 2.268], [1.104, -1.063, 1.292], [-0.902, 1.534, 2.027], [-0.181, 1.869, 0.680], [1.035, -0.555, 0.305], [0.506, -1.965, 1.289], [1.040, 0.489, -1.903], [-1.167, -1.292, -2.717], [-2.538, -0.255, -1.191], [-0.595, 0.481, -1.647], [1.911, 1.309, 1.741], [-0.729, -2.487, -3.797], [1.033, 1.424, 3.313], [2.181, -1.185, 1.398]], "forces_ev_per_angstrom": [[0.73, -0.10, 0.42], [-0.32, 0.56, 0.13], [0.90, 0.79, 1.61], [0.45, 0.15, -2.51], [-0.84, -2.75, 0.24], [1.34, 1.76, 0.68], [-1.92, 0.10, 1.60], [-0.55, 1.11, 0.12], [0.65, -0.02, -0.23], [-0.38, 0.70, -0.75], [0.53, -0.48, -0.27], [0.15, -0.26, -0.67], [-0.20, -0.72, -0.10], [0.29, 0.02, -0.32], [-0.79, -0.79, 0.12], [-0.14, -0.41, 0.05], [-0.40, 0.34, -0.22], [0.17, -0.08, -0.05], [0.37, 0.08, 0.15]], "multiplicity": 1, "e_tot_ha": -418.38531, "e_above_lowest_ev": 6.905, "largest_force_ha_per_bohr": 0.0561}

{"formula": "C2H12N2O3", "method": "ωB97M-V/def2-TZVPD", "symbols": ["O", "O", "O", "N", "N", "C", "C", "H", "H", "H", "H", "H", "H", "H", "H", "H", "H", "H", "H"], "coordinates": [[0.832, 1.159, 2.694], [3.471, 1.466, 2.990], [-0.775, -1.376, 1.450], [-1.283, -2.100, -1.811], [-0.473, -0.028, -2.427], [-1.573, -0.744, -2.165], [-0.788, 1.423, -2.402], [2.588, 1.078, 3.001], [-1.292, 1.720, -1.454], [0.061, -1.783, 1.218], [-1.197, -1.264, 0.550], [-0.951, -2.592, -2.618], [0.248, 0.577, 3.143], [-2.173, -2.555, -1.502], [-1.382, 1.656, -3.313], [4.130, 0.783, 2.660], [0.341, 1.727, 2.121], [-2.405, -0.406, -1.550], [0.258, 1.892, -2.266]], "forces_ev_per_angstrom": [[1.30, 0.19, 0.15], [1.96, -1.01, -0.46], [-0.96, 0.29, -1.53], [-2.65, -0.13, -0.38], [-4.75, -0.90, -0.04], [5.54, 0.41, 2.38], [1.95, -0.03, 0.65], [-0.03, -0.07, -0.27], [-0.22, -0.27, -0.72], [0.26, -0.07, 0.02], [0.76, -0.21, 1.51], [0.56, -0.50, -0.20], [-1.08, -0.72, 0.30], [1.11, 0.25, -0.51], [0.79, 0.57, 0.70], [-1.57, 1.25, 0.68], [-0.56, 0.34, -0.44], [-0.60, 0.75, -0.82], [-1.82, -0.10, -1.02]], "multiplicity": 1, "e_tot_ha": -418.56504, "e_above_lowest_ev": 2.014, "largest_force_ha_per_bohr": 0.1176}

| no. | E_LUMO (eV) |
| --- | --- |
| 1 | 0.78 |
| 2 | -4.77 |
| 3 | 0.51 |